Molecular formula: C41H31Cl5DyN7O5S2
Method: DFT, ωB97M-V/def2-TZVPD

Expectation value of S²: 9.265
E_LUMO (spin up / spin down) in Eh: -0.070 / -0.033
HOMO energy (spin up / spin down) in eV: -7.0 / -7.0
Kohn-Sham gap (spin up / spin down) in eV: 5.11 / 6.10
Spin multiplicity: 6
Energy relative to the best compared isomer or geometry (same formula, charge and spin) in eV: 1.5955
Net charge: 0

Last column: Mulliken spin population.
Atoms and positions in Å:
Dy  1.069  -0.522  -0.434  5.31
C  1.951  -1.745  -3.525  0.01
C  1.288  -0.672  -4.372  0.00
C  1.383  0.749  -3.887  0.00
C  1.416  1.789  -4.837  0.00
C  1.612  3.062  -4.405  0.00
C  1.737  3.318  -3.064  0.00
C  1.626  2.255  -2.205  0.01
N  1.475  0.979  -2.590  -0.01
N  1.198  -2.311  -2.394  -0.05
C  -0.178  -2.754  -2.691  0.00
C  -1.181  -1.659  -2.836  0.00
C  -2.242  -1.753  -3.725  0.00
C  -3.061  -0.638  -3.884  0.00
C  -2.835  0.540  -3.170  0.00
C  -1.792  0.543  -2.267  0.00
N  -1.001  -0.546  -2.111  -0.03
C  1.944  -3.490  -1.909  0.00
C  3.242  -3.071  -1.202  0.00
C  4.421  -3.767  -1.417  0.00
C  5.517  -3.502  -0.597  0.00
C  5.362  -2.575  0.391  0.00
C  4.153  -1.915  0.535  0.00
N  3.119  -2.110  -0.268  -0.04
H  2.904  -1.311  -3.195  -0.01
H  2.216  -2.533  -4.220  0.00
H  0.242  -0.909  -4.602  0.00
H  1.792  -0.650  -5.312  0.00
H  1.239  1.532  -5.863  0.00
H  1.609  3.906  -5.119  0.00
H  1.932  4.317  -2.694  0.00
H  1.644  2.430  -1.134  -0.01
H  -0.579  -3.317  -1.815  0.00
H  -0.206  -3.441  -3.536  0.00
H  -2.400  -2.640  -4.312  0.00
H  -3.832  -0.629  -4.644  0.00
H  -3.399  1.443  -3.418  0.00
H  -1.537  1.397  -1.655  0.00
H  2.210  -4.171  -2.718  0.00
H  1.336  -3.935  -1.126  0.00
H  4.431  -4.564  -2.128  0.00
H  6.442  -4.020  -0.796  0.00
H  6.209  -2.364  1.068  0.00
H  4.068  -1.210  1.354  0.00
Cl  1.502  0.395  2.528  0.00
C  2.716  1.289  1.641  0.04
C  2.917  0.894  0.361  -0.10
C  4.073  1.342  -0.259  -0.01
Cl  4.475  0.728  -1.834  0.00
C  4.951  2.223  0.382  0.00
Cl  6.296  2.847  -0.445  0.00
C  4.610  2.687  1.671  0.00
Cl  5.563  3.847  2.451  0.00
C  3.483  2.207  2.344  0.00
Cl  3.051  2.798  3.870  0.00
O  -4.539  -5.953  4.225  0.00
C  -4.121  -4.664  4.416  0.00
O  -4.630  -4.007  5.278  0.00
C  -3.052  -4.183  3.478  -0.01
C  -2.833  -4.759  2.242  0.00
C  -1.912  -4.247  1.386  -0.01
C  -1.116  -3.171  1.793  0.00
S  0.277  -2.709  0.822  -0.05
C  -1.380  -2.532  3.027  0.00
C  -2.350  -3.041  3.850  0.00
H  -3.864  -6.355  3.657  0.00
H  -3.452  -5.603  2.001  0.00
H  -1.793  -4.732  0.429  0.00
H  -0.760  -1.724  3.372  0.00
H  -2.576  -2.547  4.760  0.00
O  -1.821  7.097  2.437  0.00
S  -2.955  7.296  3.317  0.00
O  -2.574  7.577  4.683  0.00
O  -4.035  8.079  2.806  0.00
C  -3.616  5.614  3.524  0.00
N  -4.560  5.295  4.345  0.00
C  -4.959  4.033  4.401  0.00
C  -4.410  3.032  3.590  0.00
C  -3.383  3.474  2.727  0.00
N  -3.003  4.761  2.651  0.00
C  -2.555  2.557  1.895  0.00
C  -1.407  3.101  1.391  -0.01
C  -0.491  2.269  0.745  0.00
N  -0.707  0.941  0.522  -0.04
C  -1.877  0.434  0.954  0.01
C  -2.814  1.222  1.625  -0.01
H  -5.754  3.804  5.092  0.00
H  -4.730  2.005  3.631  0.00
H  -1.171  4.130  1.605  0.00
H  0.475  2.631  0.511  0.00
H  -2.023  -0.623  0.841  0.00
H  -3.713  0.703  1.992  0.00

***

Molecular formula: C41H31I2LuN5O5S
Method: DFT, ωB97M-V/def2-TZVPD

E_LUMO in Eh: 0.058
HOMO energy in eV: -3.7
Kohn-Sham gap in eV: 5.32
Spin multiplicity: 1
Energy relative to the best compared isomer or geometry (same formula, charge and spin) in eV: 0.0000
Net charge: -1

Last column: Mulliken charge in e.
Atoms and positions in Å:
Lu  -0.444  0.448  -0.022  2.72
O  0.133  2.264  0.922  -0.80
C  -0.234  2.816  2.058  0.13
C  0.726  3.420  2.871  -0.46
C  0.386  3.975  4.101  -0.42
C  -0.930  3.995  4.550  -0.69
C  -1.913  3.488  3.727  -0.74
C  -1.612  2.882  2.500  1.07
C  -2.717  2.353  1.694  -0.91
N  -2.522  1.574  0.702  0.55
N  -3.637  1.154  0.023  -0.94
C  -3.256  0.668  -1.122  0.06
O  -2.049  0.712  -1.611  -0.49
C  -4.272  -0.089  -1.887  0.57
C  -3.835  -1.068  -2.793  -0.59
C  -4.720  -2.017  -3.227  -0.53
C  -6.065  -1.909  -2.906  -0.45
C  -6.520  -0.887  -2.099  -0.60
C  -5.627  0.002  -1.548  -0.33
H  1.764  3.364  2.562  0.34
H  1.173  4.395  4.725  0.34
H  -1.167  4.343  5.553  0.35
H  -2.948  3.555  4.013  0.37
H  -3.729  2.622  1.977  0.34
H  -2.780  -1.131  -3.020  0.37
H  -4.345  -2.806  -3.836  0.46
H  -6.757  -2.671  -3.299  0.33
H  -7.604  -0.808  -1.935  0.33
H  -5.869  0.800  -0.860  0.45
O  6.953  0.330  -0.583  -0.50
C  6.277  -0.614  0.246  -0.54
C  4.791  -0.452  0.123  0.22
C  3.940  -1.132  0.972  -1.07
C  2.575  -0.886  0.896  -0.62
N  2.043  -0.057  -0.032  0.37
C  2.860  0.554  -0.894  0.29
C  4.227  0.367  -0.868  -0.57
C  2.179  1.405  -1.911  0.30
C  2.880  2.110  -2.895  -0.66
C  2.213  2.850  -3.879  0.52
C  2.949  3.615  -4.915  -0.67
O  4.093  2.883  -5.332  -0.52
C  0.808  2.805  -3.814  -0.98
C  0.173  2.110  -2.811  -0.91
N  0.852  1.442  -1.874  0.36
H  7.893  0.250  -0.458  0.30
H  6.531  -0.440  1.302  0.31
H  6.546  -1.638  -0.028  0.30
H  4.334  -1.834  1.707  0.43
H  1.822  -1.319  1.578  0.30
H  4.860  0.852  -1.592  0.69
H  3.956  2.036  -2.943  0.62
H  3.227  4.584  -4.485  0.29
H  2.276  3.811  -5.763  0.32
H  4.626  3.491  -5.830  0.31
H  0.199  3.265  -4.587  0.39
H  -0.929  2.011  -2.716  0.52
I  -4.115  -3.135  1.360  -0.02
C  -2.656  -3.459  -0.094  -0.44
C  -2.561  -4.682  -0.763  -0.04
C  -1.632  -4.937  -1.729  -0.38
I  -1.568  -6.826  -2.657  -0.01
C  -0.676  -3.932  -2.086  0.81
C  0.294  -4.067  -3.107  -0.70
C  1.084  -3.010  -3.427  -1.32
C  0.978  -1.825  -2.666  -0.06
N  0.118  -1.659  -1.683  0.72
C  -0.726  -2.703  -1.382  -0.41
C  -1.729  -2.433  -0.358  0.16
O  -1.718  -1.305  0.240  -0.36
H  -3.275  -5.431  -0.456  0.37
H  0.392  -4.993  -3.631  0.22
H  1.824  -3.031  -4.235  0.40
H  1.611  -0.971  -2.887  0.24
S  -0.435  -0.854  2.646  -0.39
C  -0.094  -0.821  4.387  0.26
C  -0.413  -1.932  5.214  -0.58
C  -0.284  -1.873  6.602  -0.59
C  0.197  -0.738  7.220  -0.33
C  0.534  0.350  6.439  -0.57
C  0.373  0.309  5.057  -0.24
H  -0.715  -2.849  4.732  0.40
H  -0.499  -2.772  7.172  0.32
H  0.349  -0.695  8.296  0.33
H  0.952  1.239  6.905  0.35
H  0.607  1.190  4.461  0.24